1.
Computed, not measured: an isolated molecule of C2H4S2 at a distorted geometry, with the ωB97M-V functional and the def2-TZVPD basis.

Properties
- total charge = 0
- HOMO (eV) = -8.7
- HOMO-LUMO gap (eV) = 8.51
- relative energy (zero: lowest compared OMol25 entry of this formula, charge and spin) (kJ/mol) = 16.8
- structure (SMILES) = CC(=S)S
- M (u) = 92.19
- LUMO energy (hartree) = -0.007
- energy (eV) = -23808.704
- spin multiplicity = 1

Each line ends with the Mulliken charge.
Cartesian coordinates (Å):
C  0.9302  0.5071  0.1950  -1.08
C  -0.4546  0.0409  -0.0777  0.40
S  -1.5870  0.9648  -0.7907  -0.25
S  -0.7577  -1.6262  0.3690  -0.21
H  1.3304  0.0675  1.1065  0.35
H  1.5717  0.1901  -0.6340  0.29
H  0.9593  1.5938  0.2447  0.31
H  -1.9922  -1.7380  -0.4128  0.18

=====

2.
Computed, not measured: an isolated molecule of C2H4S2 at a distorted geometry, with the ωB97M-V functional and the def2-TZVPD basis.

Properties
- total charge = 0
- HOMO (eV) = -9.0
- HOMO-LUMO gap (eV) = 8.54
- relative energy (zero: lowest compared OMol25 entry of this formula, charge and spin) (kJ/mol) = 85.6
- structure (SMILES) = S=CCS
- M (u) = 92.19
- LUMO energy (hartree) = -0.016
- energy (eV) = -23807.991
- spin multiplicity = 1

Each line ends with the Mulliken charge.
Cartesian coordinates (Å):
S  -1.8690  -0.2995  -0.1204  -0.21
C  -0.6476  0.5012  0.5546  -0.27
C  0.5300  0.8280  -0.3305  -0.43
S  1.7216  -0.4290  0.0637  -0.17
H  -0.5914  0.8589  1.5444  0.35
H  0.0761  0.5697  -1.3415  0.26
H  0.8601  1.8723  -0.3253  0.36
H  2.7195  0.3785  -0.3141  0.12

=====

3.
Computed, not measured: a cluster of 2 separate species, C2H4S2 in total at a distorted geometry, with the ωB97M-V functional and the def2-TZVPD basis.

Properties
- total charge = 0
- HOMO (eV) = -7.5
- HOMO-LUMO gap (eV) = 6.17
- relative energy (zero: lowest compared OMol25 entry of this formula, charge and spin) (kJ/mol) = 503.0
- M (u) = 92.19
- LUMO energy (hartree) = -0.047
- energy (eV) = -23803.665
- spin multiplicity = 1

Each line ends with the Mulliken charge.
Cartesian coordinates (Å):
C  -1.0566  -0.1129  -0.8400  -0.22
C  1.5119  0.0261  0.5651  -0.52
S  -1.8804  -0.8656  0.4068  -0.09
S  -1.9192  1.1476  -0.0336  -0.09
H  -1.2008  -0.3462  -1.9095  0.26
H  1.2174  1.1132  0.7418  0.21
H  2.4963  -0.1619  0.0290  0.25
H  0.8313  -0.8004  1.0403  0.19